DFT (the ωB97M-V functional and the def2-TZVPD basis) results for an isolated ion of composition C4H9O2 and charge -1.

Its SMILES is [O-]CCCCO. The orbital gap is 6.231 eV. The max |F| is 0.69 eV/Å. As for the charge: -1.

Geometry as XYZ:
```
15
Properties=species:S:1:pos:R:3:forces:R:3
C -1.066335 -0.902264 1.331369 0.53 -0.37 -0.23
O -0.769816 0.300670 1.824773 -0.22 0.23 0.14
C -1.131202 -0.984493 -0.221950 -0.04 -0.33 0.16
C 0.115566 -0.490357 -0.974161 -0.32 -0.23 0.20
C 0.683184 0.815802 -0.503611 0.16 0.48 -0.34
O 1.901213 1.131275 -1.254269 -0.24 -0.03 0.21
H -0.311306 -1.708669 1.599238 -0.04 0.03 0.11
H -2.040786 -1.334236 1.685407 -0.09 -0.06 -0.01
H -1.252789 -2.041461 -0.521551 -0.14 0.09 0.12
H -2.043727 -0.482292 -0.542999 0.00 0.40 -0.18
H 0.896055 -1.251545 -0.835310 -0.03 0.08 -0.28
H -0.162952 -0.409158 -2.032053 0.39 -0.14 -0.09
H 0.878621 0.775874 0.553597 0.09 -0.08 0.40
H -0.010439 1.641651 -0.660394 -0.30 -0.01 0.00
H 2.214181 1.919434 -0.800208 0.25 -0.06 -0.21
```
Forces are in eV/Å.

These are the natural (NBO) partial charges, in e, on atoms 1 to 2: C -0.001; O -0.957